Entry 1:
{"formula": "H2IO2PS", "method": "the ωB97M-V functional and the def2-TZVPD basis", "energy_ev": -32349.9741, "charge": 0, "e_homo_ha": [-0.3540, -0.3537], "elements": ["O", "O", "P", "S", "I", "H", "H"], "xyz": [[1.332273, -0.621065, 1.262037], [0.188036, -0.520477, -1.351428], [-0.799695, 0.097146, -0.292448], [-2.704838, -0.031538, -0.711364], [0.218027, 2.381050, 0.103968], [1.043816, -0.100548, 1.954371], [0.722381, -1.204568, -0.965135]], "forces_ev_per_a": [[-1.3166, -1.4994, -3.7217], [-1.0285, 0.2272, -0.6415], [0.9686, 1.2139, 0.3879], [2.0678, -0.0142, 0.9316], [-0.8222, -1.1174, -0.1425], [-0.8819, 1.7542, 2.5689], [1.0128, -0.5644, 0.6173]]}


Entry 2:
{"formula": "C33H72IO10P", "method": "the ωB97M-V functional and the def2-TZVPD basis", "energy_ev": -73254.1756, "charge": 0, "e_homo_ha": -0.3460, "elements": ["C", "C", "C", "C", "C", "C", "C", "C", "C", "C", "C", "C", "C", "O", "C", "C", "C", "C", "C", "I", "C", "C", "C", "C", "C", "C", "O", "C", "C", "O", "O", "C", "P", "O", "O", "O", "H", "H", "H", "H", "H", "H", "H", "H", "H", "H", "H", "H", "H", "H", "H", "H", "H", "H", "H", "H", "H", "H", "H", "H", "H", "H", "H", "H", "H", "H", "H", "H", "H", "H", "H", "H", "H", "H", "H", "H", "H", "H", "H", "H", "H", "H", "H", "H", "H", "H", "H", "H", "H", "H", "C", "C", "O", "H", "H", "H", "H", "H", "H", "C", "C", "O", "H", "H", "H", "H", "H", "H", "C", "C", "O", "H", "H", "H", "H", "H", "H"], "xyz": [[2.265711, -2.691706, 0.865773], [2.007025, -1.250020, 1.300713], [3.149415, -0.644321, 2.136115], [4.502540, -0.554827, 1.401626], [4.636989, 0.780987, 0.658467], [5.519140, 0.740478, -0.589355], [5.201648, -0.398964, -1.565827], [3.704738, -0.536651, -1.886435], [3.273975, -0.142812, -3.310282], [2.279948, -1.127190, -3.915750], [1.197072, -1.470021, -2.879931], [-0.038330, -2.098208, -3.505762], [-1.303433, -2.195590, -2.654678], [-2.178034, -1.083856, -2.724748], [-1.592685, 0.180879, -2.914335], [-1.074453, -2.682599, -1.185338], [-2.419505, -3.229827, -0.703228], [-2.556502, -3.630674, 0.776092], [-1.417783, -4.460956, 1.368507], [-2.179211, -5.665466, 3.008266], [-0.549061, -1.623333, -0.209928], [-1.461455, -0.488084, 0.294511], [-0.684334, 0.836592, 0.415607], [-1.506263, 2.092854, 0.142861], [-0.617514, 3.307573, -0.117385], [0.074598, 3.193416, -1.459706], [0.869879, 4.369128, -1.724477], [2.191131, 4.067543, -1.938503], [3.100008, 4.233886, -0.742470], [2.614257, 3.709259, -3.024419], [-0.023320, -3.655843, -1.190742], [-0.265432, -4.872055, -1.821337], [1.367680, -5.705585, -1.854823], [2.433810, -4.708672, -2.091608], [1.566980, -6.490416, -0.488842], [1.325164, -6.785286, -3.019892], [1.389016, -3.082597, 0.345232], [3.083609, -2.744825, 0.153328], [2.477076, -3.320193, 1.728099], [1.826412, -0.616697, 0.433619], [1.123752, -1.264122, 1.941364], [3.224732, -1.174727, 3.084237], [2.859936, 0.382558, 2.369818], [5.284108, -0.625011, 2.157434], [4.630783, -1.402399, 0.737887], [5.076584, 1.498779, 1.352489], [3.644091, 1.171445, 0.430644], [5.516514, 1.704097, -1.098435], [6.550723, 0.598342, -0.254960], [5.573396, -1.327514, -1.143065], [5.739999, -0.198962, -2.489733], [3.121007, 0.064845, -1.193404], [3.421388, -1.565847, -1.671496], [4.142654, 0.016473, -3.945627], [2.752744, 0.815049, -3.253980], [1.774919, -0.637836, -4.750933], [2.770058, -2.036417, -4.262217], [0.995623, -0.549767, -2.330911], [1.644214, -2.174709, -2.183826], [0.237381, -3.106801, -3.812325], [-0.259219, -1.578141, -4.437974], [-1.889424, -3.006004, -3.097820], [-2.393160, 0.910765, -2.811435], [-1.184481, 0.307895, -3.917737], [-0.830871, 0.423139, -2.176177], [-3.138593, -2.433192, -0.884986], [-2.767323, -4.063090, -1.312959], [-3.462511, -4.226722, 0.857378], [-2.722507, -2.778534, 1.429401], [-0.636469, -3.874636, 1.831228], [-0.982400, -5.183335, 0.694733], [-0.238987, -2.194926, 0.663856], [0.364359, -1.167916, -0.580043], [-2.365605, -0.330730, -0.286338], [-1.788112, -0.718512, 1.307513], [0.168009, 0.819997, -0.262893], [-0.263671, 0.938615, 1.416892], [-2.140136, 1.980180, -0.736052], [-2.185909, 2.294045, 0.969075], [0.129738, 3.437972, 0.664196], [-1.253195, 4.187885, -0.186235], [0.746486, 2.333368, -1.457100], [-0.642013, 3.047280, -2.265179], [3.765552, 3.376849, -0.705854], [3.724905, 5.100209, -0.949747], [2.553598, 4.367760, 0.182475], [-0.988985, -5.508780, -1.301649], [-0.583724, -4.818045, -2.864873], [2.146226, -5.919705, 0.032573], [1.837310, -6.388256, -3.733558], [-5.095569, 6.063649, -1.789339], [-4.202562, 5.356753, -0.785519], [-3.442416, 4.318291, -1.407062], [-5.776431, 5.352341, -2.257031], [-5.685195, 6.847580, -1.310094], [-4.500368, 6.519412, -2.584556], [-4.797422, 4.890839, -0.005463], [-3.518512, 6.067340, -0.311502], [-2.902929, 4.723673, -2.092705], [-1.448881, -4.890721, 7.216376], [-2.630630, -3.953896, 7.377675], [-2.688187, -3.008298, 6.313352], [-0.517037, -4.325364, 7.185802], [-1.396040, -5.610525, 8.035069], [-1.528010, -5.438233, 6.275220], [-2.549092, -3.383823, 8.301914], [-3.567904, -4.520459, 7.409764], [-2.777511, -3.509959, 5.496570], [-3.959748, 8.422177, 3.430029], [-3.671503, 7.145036, 2.663171], [-4.840691, 6.628992, 2.031500], [-4.726938, 8.245927, 4.184083], [-3.061355, 8.794988, 3.923741], [-4.331159, 9.200080, 2.758651], [-3.317738, 6.366174, 3.336364], [-2.896334, 7.320235, 1.908016], [-5.163838, 7.299556, 1.423281]], "forces_ev_per_a": [[-0.2268, 0.3214, -0.2781], [0.8316, -0.3239, 0.7182], [-0.1310, 0.1476, -0.5393], [-0.3908, 0.1916, 0.5358], [0.2630, -0.0191, 0.0119], [0.3421, -0.3405, 0.2397], [-0.3962, 0.6567, 0.0341], [0.2796, -0.1900, -0.0628], [-0.1621, 0.0555, 0.2958], [-0.4546, 0.2162, 0.2551], [0.6958, -0.0942, -0.3544], [0.2751, 0.2334, 0.1540], [0.1838, -0.6962, -0.0825], [0.0233, 0.0070, 0.1418], [-0.2627, 0.3912, -0.0609], [-0.6404, 0.8388, -0.2515], [0.0382, 0.0785, 0.5643], [0.1360, -0.3527, 0.0609], [-0.3998, -0.1444, 0.3354], [0.1474, 0.1272, -0.0991], [-0.3614, -0.0058, 0.2660], [0.2426, 0.2665, 0.3487], [-0.3005, 0.1583, -0.0572], [0.1917, 0.0967, -0.1181], [-0.3499, 0.1319, -0.3434], [0.4004, -0.2549, 0.2771], [0.2245, -0.0820, -0.0039], [0.6962, -0.4600, -1.4334], [-0.1490, 0.0565, -0.4822], [-0.8561, 0.4962, 1.5715], [-0.3483, -0.1466, 0.1227], [0.3295, -1.1207, -0.1182], [0.8472, 1.7378, -0.4075], [-0.2045, -0.2459, 0.0395], [-0.4134, -0.2387, -0.1751], [-0.5084, -0.3803, 0.4412], [0.3621, -0.1260, 0.1342], [0.1943, -0.1810, 0.0234], [0.1455, -0.1040, 0.1362], [-0.0279, 0.0074, 0.0982], [-0.1862, 0.3215, -0.1242], [0.1151, -0.1594, 0.0310], [-0.0490, 0.0541, 0.2939], [0.2342, -0.0432, -0.0968], [-0.0030, -0.1196, -0.1104], [-0.0699, 0.1728, 0.0515], [-0.1160, -0.0343, -0.1367], [-0.1987, 0.1201, -0.0724], [0.1008, 0.0625, -0.0138], [0.1207, -0.1425, -0.0944], [0.2145, -0.1888, -0.0798], [-0.0112, -0.0101, 0.1361], [-0.0069, -0.0572, -0.1738], [0.0615, -0.1036, -0.1557], [0.1340, 0.1952, -0.0766], [0.1787, -0.1108, -0.3170], [0.0135, -0.1014, -0.1012], [-0.2456, 0.0425, -0.0704], [-0.2499, -0.0184, 0.1994], [0.0384, -0.1021, -0.0271], [-0.2881, 0.0318, -0.0568], [-0.1400, 0.0284, -0.1575], [-0.1152, -0.0096, 0.0489], [0.1822, -0.0943, -0.0552], [0.0928, -0.0776, 0.0426], [-0.0984, 0.0742, -0.0799], [0.2190, -0.0994, -0.2146], [-0.1561, 0.0076, -0.0846], [0.0494, 0.2271, -0.0483], [0.1505, 0.0739, -0.0591], [0.0280, -0.0878, -0.0568], [-0.0912, 0.1004, -0.1283], [-0.2311, -0.3563, -0.2478], [0.0117, -0.1020, -0.3046], [-0.2780, -0.2036, 0.0083], [0.0873, -0.0533, -0.0849], [0.1711, -0.1126, 0.0570], [-0.1115, -0.2011, -0.0431], [-0.0324, 0.0328, 0.1186], [0.0320, 0.0875, 0.1346], [0.0446, 0.1750, 0.3174], [-0.0132, -0.1252, -0.1770], [-0.0805, 0.1211, -0.1347], [0.0309, -0.1123, 0.1105], [0.0382, 0.1511, 0.1518], [-0.0178, 0.0183, 0.1006], [-0.1105, 0.0347, 0.0118], [-0.0789, 0.2594, -0.0766], [0.1792, -0.1081, 0.2887], [0.1659, -0.1477, -0.2656], [0.0242, -0.0615, -0.0191], [0.1286, 0.0394, -0.3291], [-0.1071, -0.0508, 0.0449], [-0.0360, -0.0019, 0.0437], [0.0038, 0.0073, -0.0137], [0.0027, 0.0670, 0.0412], [0.0794, -0.0740, 0.0541], [-0.0704, 0.0215, 0.0980], [0.0094, 0.0069, -0.0626], [0.0415, 0.0129, 0.0186], [0.0119, -0.0875, -0.2476], [-0.0139, 0.0365, 0.1424], [-0.0046, 0.0202, 0.0455], [-0.0152, -0.0086, -0.0144], [-0.0088, -0.0740, 0.0283], [-0.0259, 0.0757, -0.0286], [0.0187, -0.0276, 0.1215], [0.0226, 0.0291, -0.1064], [-0.0713, -0.0368, 0.0103], [-0.1021, 0.1672, -0.1400], [0.0425, -0.0496, 0.1688], [0.0273, -0.0236, 0.0284], [0.0030, 0.0114, -0.0164], [0.0661, 0.0241, -0.0126], [-0.0245, -0.0612, -0.0315], [0.0800, -0.0250, 0.0757], [-0.0625, 0.0430, -0.0144]]}


Entry 3:
{"formula": "CCoO3", "method": "the ωB97M-V functional and the def2-TZVPD basis", "spin_multiplicity": 4, "energy_ev": -44775.5850, "charge": 2, "e_homo_ha": [-0.8642, -0.8615], "elements": ["O", "Co", "C", "O", "O"], "xyz": [[-0.200711, -0.116382, 0.752044], [-1.262990, 0.992002, 1.810307], [0.217066, -0.514266, -0.344875], [0.062153, -0.656066, -1.572925], [1.184482, 0.294713, -0.644551]], "forces_ev_per_a": [[-4.0726, -1.7599, 3.5620], [0.5605, -0.9336, -0.5082], [1.4985, 5.4006, 0.4418], [0.5594, -0.7616, 0.2298], [1.4541, -1.9455, -3.7254]]}


Entry 4:
{"formula": "C2H4N2S2", "method": "the ωB97M-V functional and the def2-TZVPD basis", "energy_ev": -26784.6905, "charge": 0, "e_homo_ha": [-0.2982, -0.2980], "elements": ["C", "C", "N", "N", "S", "S", "H", "H", "H", "H"], "xyz": [[0.672948, -0.359612, 0.685079], [0.960605, 0.804630, -0.122448], [-0.576154, -0.618233, 0.969678], [-0.061837, 1.698584, -0.242610], [-3.242165, -0.536347, -0.379233], [-1.578993, 0.582313, 0.700119], [1.356733, -1.170952, 0.798807], [1.687196, 1.453100, 0.352843], [1.296786, 0.239993, -0.985378], [-4.295953, 0.041312, 0.190305]], "forces_ev_per_a": [[-2.3723, -1.3613, 0.6736], [-0.2404, -0.4016, 0.3730], [2.3560, -1.3291, 0.7133], [-3.7033, -0.0561, 1.1752], [1.3273, 0.0384, 0.0004], [-0.0005, 2.7914, -2.3703], [0.6514, -0.2944, 0.3610], [1.0944, -0.0035, -0.1103], [0.8682, 0.2425, -1.2051], [0.0191, 0.3737, 0.3893]]}


Entry 5:
{"formula": "C3H6O2", "method": "the ωB97M-V functional and the def2-TZVPD basis", "energy_ev": -7299.5041, "charge": 0, "e_homo_ha": -0.3215, "elements": ["C", "O", "C", "C", "O", "H", "H", "H", "H", "H", "H"], "xyz": [[-1.648690, 0.722091, 0.453317], [-0.657350, 0.206277, -0.445705], [0.499368, -0.222890, 0.059872], [1.638562, -0.541313, -0.767224], [2.791527, -0.311252, -0.378840], [-2.305753, -0.084642, 0.785600], [-1.184180, 1.213393, 1.317053], [-2.225934, 1.465951, -0.104730], [1.052408, -1.675398, -0.218325], [0.690367, 0.025447, 1.109206], [1.349680, -0.797663, -1.810227]], "forces_ev_per_a": [[-0.0536, -0.1165, 0.1185], [0.1952, -0.3728, -0.2048], [0.3602, -0.4245, -0.0030], [0.0684, 1.2460, -0.3303], [0.3191, -0.3947, -0.2715], [0.0476, 0.0778, 0.0091], [-0.0123, -0.1600, -0.1793], [0.1804, -0.2589, 0.0617], [-1.5032, 0.7284, 0.9255], [0.0942, -0.3476, -0.1898], [0.3039, 0.0228, 0.0638]]}